Computed, not measured: a molecular structure, C7H28O7 at a distorted geometry, with the ωB97M-V functional and the def2-TZVPD basis.

Summary:
**E**: -809.6620 a.u.
**Orbital gap**: 0.313 Ha
**2S+1**: 1
**LUMO energy**: -0.16 eV
**HOMO**: -8.67 eV
**Relative energy (zero: lowest compared OMol25 entry of this formula, charge and spin)**: 13.852 eV

```
42
C7H28O7 the ωB97M-V functional and the def2-TZVPD basis
O 1.260 0.189 -0.712
O 0.751 3.306 1.231
O -0.461 0.604 0.930
O 1.256 -2.993 0.656
O -0.177 -3.102 -2.512
O 1.129 0.290 -3.088
O -0.918 0.220 2.732
C 1.311 1.554 -0.533
C 0.993 -1.643 1.047
C -1.894 -0.817 2.631
C -1.411 -0.006 0.025
C 0.427 2.409 2.311
C -0.669 -1.910 -1.895
C -0.261 0.690 -3.086
H -0.747 0.593 -4.057
H -1.732 -1.745 -2.069
H -0.225 1.768 -2.929
H -1.465 -1.701 2.158
H 0.325 0.700 0.387
H -0.024 -1.352 0.785
H -1.507 0.537 -0.915
H -0.516 2.724 2.759
H -2.160 -1.258 3.591
H 2.191 -2.980 0.437
H -0.721 0.611 1.878
H -0.966 -0.955 -0.276
H 0.319 1.377 1.978
H 1.274 2.427 2.997
H 1.736 -0.997 0.581
H -0.099 -1.065 -2.278
H 2.155 -0.082 -0.931
H -2.385 -0.149 0.494
H 0.757 -3.090 -2.291
H 1.791 1.971 -1.418
H -0.460 -1.942 -0.825
H 1.954 1.848 0.297
H 1.078 -1.503 2.125
H -0.042 3.420 0.701
H 1.478 0.478 -2.214
H 0.308 1.963 -0.414
H -0.866 0.135 -2.370
H -2.787 -0.524 2.080
```

For reference, the Löwdin charges in units of e are: O -0.17; O -0.15; O -0.14; O -0.08; O -0.07; O -0.13; O -0.14; C -0.13; C -0.14; C -0.15; C -0.02; C -0.09; C -0.16; C -0.14; H 0.10; H 0.12; H 0.09; H 0.07; H 0.02; H 0.03; H 0.09; H 0.11; H 0.08; H 0.08; H -0.32; H 0.01; H 0.04; H 0.10; H 0.09; H 0.03; H 0.14; H 0.10; H 0.07; H 0.13; H 0.04; H 0.13; H 0.11; H 0.08; H -0.01; H 0.11; H 0.01; H 0.07